(1)
The following is a DFT calculation (the ωB97M-V functional and the def2-TZVPD basis) of one molecule with the formula C15H21NO2.

XYZ file:
```
39
Properties=species:S:1:pos:R:3:forces:R:3:mulliken_charge:R:1
O 2.7884 -1.0500 0.0150 -0.20 0.10 -0.12 -0.46
O 0.3959 2.6931 0.3165 -0.03 0.23 0.36 -0.67
N 1.2451 1.0618 -0.9910 0.31 -0.25 -0.18 -0.15
C -5.8799 -0.4149 -0.0382 -0.11 0.00 0.03 -0.41
C -0.8942 -1.0882 0.3203 -0.03 0.19 0.21 -1.39
C -5.3622 0.1575 1.1102 -0.11 0.00 0.04 -0.57
C -1.1551 1.2043 -0.7581 0.00 0.15 0.42 -0.82
C 3.0281 0.2713 0.4975 -0.05 0.63 -0.04 0.59
C 2.6127 1.2808 -0.5879 0.10 -0.22 0.41 -1.25
C 5.1226 -0.7412 -0.0384 -0.22 -0.08 -0.01 -0.56
C -3.1326 0.0117 0.2024 0.03 0.08 0.14 0.34
C -3.9994 0.3683 1.2269 0.05 0.00 -0.01 -0.43
C -3.6645 -0.5614 -0.9469 0.02 0.00 0.00 -0.19
C 4.0021 -1.7777 -0.0293 0.34 -0.28 0.03 -0.54
C -5.0257 -0.7734 -1.0670 -0.04 -0.04 -0.09 -0.72
C 4.5209 0.3564 0.8375 -0.19 -0.16 -0.04 -0.75
C 0.2217 1.7345 -0.4068 -0.29 -0.15 -0.54 0.38
C -1.6474 0.2436 0.3431 -0.02 -0.10 -0.16 0.52
H -5.4223 -1.2195 -1.9677 -0.03 -0.03 -0.07 0.37
H -1.1405 0.7017 -1.7253 -0.05 -0.03 -0.06 0.31
H 2.3935 0.4357 1.3779 0.08 -0.01 -0.10 0.23
H 4.9265 1.3427 0.6258 0.04 0.08 0.05 0.33
H -6.0211 0.4422 1.9177 -0.05 0.02 0.06 0.38
H 3.2606 1.1774 -1.4623 0.06 0.04 0.06 0.34
H 2.6773 2.2955 -0.1908 0.07 -0.08 -0.08 0.41
H 4.6809 0.1279 1.8913 0.03 0.05 0.02 0.34
H -3.6024 0.8182 2.1259 0.06 0.05 0.08 0.34
H -1.2866 -1.7446 1.0945 0.01 -0.10 0.03 0.43
H 4.0753 -2.4185 0.8609 0.02 0.02 -0.10 0.29
H 1.0601 0.1625 -1.4081 -0.13 0.10 0.01 0.34
H 5.2912 -0.3734 -1.0509 0.04 -0.02 -0.03 0.25
H -1.0191 -1.5879 -0.6382 0.00 -0.08 -0.13 0.27
H -1.4654 0.7308 1.3072 -0.06 -0.01 -0.08 0.43
H -3.0126 -0.8456 -1.7601 0.09 -0.04 -0.09 0.25
H -6.9432 -0.5797 -0.1325 -0.08 -0.01 -0.01 0.38
H -1.8383 2.0539 -0.8081 0.11 -0.01 -0.06 0.40
H 0.1686 -0.9461 0.5015 0.12 -0.06 0.00 0.31
H 3.9850 -2.4118 -0.9185 0.04 0.01 0.09 0.29
H 6.0558 -1.1375 0.3540 0.07 -0.01 -0.03 0.38
```
Forces are in eV/Å.

Output
- SMILES: C[C@@H](CC(=O)NC[C@@H]1CCCO1)c1ccccc1
- ΔE to the lowest compared entry with this formula, charge and spin: 0.134 eV
- Multiplicity: 1
- DFT total energy: -789.43280 a.u.

(2)
The following is a DFT calculation (the ωB97M-V functional and the def2-TZVPD basis) of one molecule with the formula C15H21NO3S.

XYZ file:
```
41
Properties=species:S:1:pos:R:3:forces:R:3:mulliken_charge:R:1
S -2.7650 0.3849 -2.1156 -0.20 0.18 0.02 0.02
O -2.5029 1.9237 3.0898 0.00 -0.03 0.07 -0.65
O -1.6775 -0.1587 3.2841 -0.03 -0.26 -0.15 -0.28
O 0.0497 1.3049 1.8092 0.27 0.24 -0.14 -0.68
N -1.2267 -0.0658 0.5729 -0.13 -0.19 -0.14 -0.10
C 1.1834 -1.2167 -0.5178 -0.05 0.16 0.10 -0.63
C 3.4030 0.4395 -0.5703 -0.05 -0.06 -0.02 -0.53
C 1.1460 0.0047 0.1489 0.37 -0.02 -0.10 0.53
C -2.4410 0.4734 1.1438 0.06 0.42 0.17 0.03
C -3.7801 1.2736 -0.8736 0.22 -0.20 -0.38 -0.79
C -0.0353 0.4820 0.9117 -0.01 -0.18 -0.04 0.31
C 2.3213 -1.5961 -1.2034 0.06 0.01 -0.06 -0.69
C -2.1656 0.8805 2.6008 -0.56 -0.11 -0.02 0.47
C -2.9795 1.6718 0.3525 -0.03 -0.19 0.13 -0.87
C 5.5858 -2.0131 -1.0201 0.00 0.07 -0.19 -1.08
C 2.2729 0.8223 0.1236 -0.18 -0.01 0.09 -0.63
C 3.4409 -0.7731 -1.2484 -0.05 0.02 -0.12 0.81
C 4.6845 -1.2139 -1.9640 0.08 -0.11 0.17 -1.02
C -1.3035 0.1153 4.6273 -0.02 0.23 0.24 -0.74
C -4.0277 0.2063 -3.4042 0.27 0.04 0.42 -0.93
H -1.0152 -0.8374 5.0641 -0.01 0.04 -0.03 0.25
H 4.4189 -1.8364 -2.8208 0.01 0.08 -0.05 0.35
H -4.8682 -0.3610 -3.0135 -0.10 -0.04 -0.09 0.27
H 2.2388 1.7605 0.6568 -0.01 0.07 0.05 0.45
H 4.2678 1.0873 -0.5880 0.09 0.08 -0.02 0.38
H -2.1358 2.3016 0.0650 -0.01 0.07 0.07 0.27
H -2.1412 0.5560 5.1719 0.10 -0.07 0.00 0.30
H -3.1863 -0.3311 1.1725 0.06 0.09 0.03 0.41
H -1.3172 -0.5821 -0.2885 0.07 0.00 0.08 0.35
H 5.0639 -2.8946 -0.6546 -0.01 -0.09 0.07 0.33
H 5.8699 -1.4052 -0.1642 0.04 0.02 0.10 0.33
H 6.4886 -2.3318 -1.5358 0.11 -0.07 0.01 0.35
H -4.1722 2.1617 -1.3711 -0.08 -0.02 0.06 0.46
H -3.6174 2.2575 1.0181 0.05 -0.01 -0.07 0.38
H -4.6080 0.6150 -0.6027 -0.07 0.09 0.04 0.42
H -3.5659 -0.3301 -4.2261 -0.03 -0.04 -0.11 0.35
H 0.3386 -1.8887 -0.4842 -0.08 -0.07 0.00 0.43
H 5.2303 -0.3421 -2.3298 -0.05 -0.02 -0.08 0.36
H -0.4647 0.8135 4.6347 -0.03 -0.04 0.03 0.30
H -4.3501 1.1899 -3.7355 -0.06 0.01 -0.08 0.30
H 2.3427 -2.5479 -1.7153 0.01 -0.10 -0.06 0.39
```
Forces are in eV/Å.

Output
- SMILES: CCc1ccc(C(=O)N[C@H](CCSC)C(=O)OC)cc1
- ΔE to the lowest compared entry with this formula, charge and spin: 0.465 eV
- Multiplicity: 1
- DFT total energy: -1262.87708 a.u.

(3)
The following is a DFT calculation (the ωB97M-V functional and the def2-TZVPD basis) of one molecule with the formula C15H21NO4S.

XYZ file:
```
42
Properties=species:S:1:pos:R:3:forces:R:3:mulliken_charge:R:1
S 5.8918 -0.2505 -0.1994 0.19 0.09 -0.08 -0.05
O 1.4955 -1.9879 1.2492 0.32 0.18 0.18 -0.50
O -0.4327 0.4199 2.1423 0.15 0.15 -0.13 -0.67
O -0.4394 1.7229 0.3193 0.16 -0.14 -0.25 -0.33
O -3.7493 2.1381 -0.3825 -0.23 0.26 -0.28 -0.67
N -2.9991 0.3778 0.8285 -0.01 -0.40 0.23 0.08
C 2.2452 1.4606 0.1406 -0.02 -0.10 0.00 -1.08
C -3.4034 -1.2170 -1.8067 0.16 -0.12 0.12 -0.48
C 6.5344 1.3056 -0.8824 -0.39 -0.41 0.24 -0.89
C 1.4654 0.4277 0.6800 0.09 -0.09 -0.08 0.70
C 3.5781 1.3114 -0.1532 0.03 0.05 0.00 -0.47
C -4.1119 -0.5002 0.5512 -0.17 -0.28 -0.13 -0.95
C 3.4309 -0.9659 0.5796 -0.05 0.05 0.04 -1.03
C -1.9266 -0.8924 -2.0040 -0.19 0.04 -0.10 -0.86
C -3.7535 -1.6610 -0.3813 -0.21 0.32 -0.08 -0.43
C -1.6358 2.3648 0.7485 -0.43 0.34 0.24 -0.63
C -2.9133 1.6191 0.3242 0.65 0.12 0.29 0.67
C 4.1908 0.0829 0.0918 0.04 0.01 -0.04 1.03
C 0.0986 -2.1680 1.2490 -0.47 -0.19 0.15 -0.43
C 0.1152 0.8071 1.1290 -0.18 -0.01 0.39 0.47
C 2.0712 -0.8309 0.8658 0.19 0.15 -0.16 0.17
H -3.9995 -0.3399 -2.0628 -0.10 -0.01 -0.06 0.27
H -0.3596 -1.7514 2.1495 0.10 -0.13 -0.18 0.31
H -2.2787 0.0545 1.4617 -0.01 0.23 -0.07 0.23
H 6.0191 1.5464 -1.8072 0.03 0.11 -0.07 0.29
H -1.6352 3.3474 0.2740 -0.06 -0.21 0.06 0.32
H -4.6236 -2.3193 -0.4157 0.01 -0.08 0.07 0.33
H -3.6730 -2.0158 -2.5012 -0.06 0.05 -0.03 0.41
H -0.0539 -3.2475 1.2266 -0.01 0.09 -0.08 0.31
H 1.7755 2.4183 -0.0206 -0.03 0.05 -0.01 0.41
H 3.8828 -1.9319 0.7406 0.00 -0.17 0.01 0.43
H -1.7455 -0.5972 -3.0350 0.11 0.03 -0.09 0.40
H -2.9245 -2.2307 0.0458 0.01 -0.12 0.04 0.20
H -0.3582 -1.7128 0.3657 0.00 -0.03 0.00 -0.02
H -1.6114 -0.0729 -1.3641 0.12 0.04 0.04 0.02
H 7.5852 1.1221 -1.0841 0.05 0.00 -0.01 0.38
H -4.8898 0.1144 0.0916 0.01 -0.11 0.12 0.38
H -1.3109 -1.7654 -1.7906 0.10 -0.06 0.02 0.27
H 6.4345 2.1029 -0.1521 0.04 0.12 -0.03 0.29
H -4.4861 -0.8973 1.5003 -0.04 0.08 -0.07 0.37
H 4.1283 2.1467 -0.5522 0.06 0.07 -0.02 0.36
H -1.6274 2.4651 1.8404 0.02 0.03 -0.17 0.38
```
Forces are in eV/Å.

Output
- SMILES: CCCCNC(=O)COC(=O)c1ccc(SC)cc1OC
- ΔE to the lowest compared entry with this formula, charge and spin: 0.991 eV
- Multiplicity: 1
- DFT total energy: -1338.09677 a.u.

Copy entry 3 word for word.
The following is a DFT calculation (the ωB97M-V functional and the def2-TZVPD basis) of one molecule with the formula C15H21NO4S.

XYZ file:
```
42
Properties=species:S:1:pos:R:3:forces:R:3:mulliken_charge:R:1
S 5.8918 -0.2505 -0.1994 0.19 0.09 -0.08 -0.05
O 1.4955 -1.9879 1.2492 0.32 0.18 0.18 -0.50
O -0.4327 0.4199 2.1423 0.15 0.15 -0.13 -0.67
O -0.4394 1.7229 0.3193 0.16 -0.14 -0.25 -0.33
O -3.7493 2.1381 -0.3825 -0.23 0.26 -0.28 -0.67
N -2.9991 0.3778 0.8285 -0.01 -0.40 0.23 0.08
C 2.2452 1.4606 0.1406 -0.02 -0.10 0.00 -1.08
C -3.4034 -1.2170 -1.8067 0.16 -0.12 0.12 -0.48
C 6.5344 1.3056 -0.8824 -0.39 -0.41 0.24 -0.89
C 1.4654 0.4277 0.6800 0.09 -0.09 -0.08 0.70
C 3.5781 1.3114 -0.1532 0.03 0.05 0.00 -0.47
C -4.1119 -0.5002 0.5512 -0.17 -0.28 -0.13 -0.95
C 3.4309 -0.9659 0.5796 -0.05 0.05 0.04 -1.03
C -1.9266 -0.8924 -2.0040 -0.19 0.04 -0.10 -0.86
C -3.7535 -1.6610 -0.3813 -0.21 0.32 -0.08 -0.43
C -1.6358 2.3648 0.7485 -0.43 0.34 0.24 -0.63
C -2.9133 1.6191 0.3242 0.65 0.12 0.29 0.67
C 4.1908 0.0829 0.0918 0.04 0.01 -0.04 1.03
C 0.0986 -2.1680 1.2490 -0.47 -0.19 0.15 -0.43
C 0.1152 0.8071 1.1290 -0.18 -0.01 0.39 0.47
C 2.0712 -0.8309 0.8658 0.19 0.15 -0.16 0.17
H -3.9995 -0.3399 -2.0628 -0.10 -0.01 -0.06 0.27
H -0.3596 -1.7514 2.1495 0.10 -0.13 -0.18 0.31
H -2.2787 0.0545 1.4617 -0.01 0.23 -0.07 0.23
H 6.0191 1.5464 -1.8072 0.03 0.11 -0.07 0.29
H -1.6352 3.3474 0.2740 -0.06 -0.21 0.06 0.32
H -4.6236 -2.3193 -0.4157 0.01 -0.08 0.07 0.33
H -3.6730 -2.0158 -2.5012 -0.06 0.05 -0.03 0.41
H -0.0539 -3.2475 1.2266 -0.01 0.09 -0.08 0.31
H 1.7755 2.4183 -0.0206 -0.03 0.05 -0.01 0.41
H 3.8828 -1.9319 0.7406 0.00 -0.17 0.01 0.43
H -1.7455 -0.5972 -3.0350 0.11 0.03 -0.09 0.40
H -2.9245 -2.2307 0.0458 0.01 -0.12 0.04 0.20
H -0.3582 -1.7128 0.3657 0.00 -0.03 0.00 -0.02
H -1.6114 -0.0729 -1.3641 0.12 0.04 0.04 0.02
H 7.5852 1.1221 -1.0841 0.05 0.00 -0.01 0.38
H -4.8898 0.1144 0.0916 0.01 -0.11 0.12 0.38
H -1.3109 -1.7654 -1.7906 0.10 -0.06 0.02 0.27
H 6.4345 2.1029 -0.1521 0.04 0.12 -0.03 0.29
H -4.4861 -0.8973 1.5003 -0.04 0.08 -0.07 0.37
H 4.1283 2.1467 -0.5522 0.06 0.07 -0.02 0.36
H -1.6274 2.4651 1.8404 0.02 0.03 -0.17 0.38
```
Forces are in eV/Å.

Output
- SMILES: CCCCNC(=O)COC(=O)c1ccc(SC)cc1OC
- ΔE to the lowest compared entry with this formula, charge and spin: 0.991 eV
- Multiplicity: 1
- DFT total energy: -1338.09677 a.u.

Copy entry 2 word for word.
The following is a DFT calculation (the ωB97M-V functional and the def2-TZVPD basis) of one molecule with the formula C15H21NO3S.

XYZ file:
```
41
Properties=species:S:1:pos:R:3:forces:R:3:mulliken_charge:R:1
S -2.7650 0.3849 -2.1156 -0.20 0.18 0.02 0.02
O -2.5029 1.9237 3.0898 0.00 -0.03 0.07 -0.65
O -1.6775 -0.1587 3.2841 -0.03 -0.26 -0.15 -0.28
O 0.0497 1.3049 1.8092 0.27 0.24 -0.14 -0.68
N -1.2267 -0.0658 0.5729 -0.13 -0.19 -0.14 -0.10
C 1.1834 -1.2167 -0.5178 -0.05 0.16 0.10 -0.63
C 3.4030 0.4395 -0.5703 -0.05 -0.06 -0.02 -0.53
C 1.1460 0.0047 0.1489 0.37 -0.02 -0.10 0.53
C -2.4410 0.4734 1.1438 0.06 0.42 0.17 0.03
C -3.7801 1.2736 -0.8736 0.22 -0.20 -0.38 -0.79
C -0.0353 0.4820 0.9117 -0.01 -0.18 -0.04 0.31
C 2.3213 -1.5961 -1.2034 0.06 0.01 -0.06 -0.69
C -2.1656 0.8805 2.6008 -0.56 -0.11 -0.02 0.47
C -2.9795 1.6718 0.3525 -0.03 -0.19 0.13 -0.87
C 5.5858 -2.0131 -1.0201 0.00 0.07 -0.19 -1.08
C 2.2729 0.8223 0.1236 -0.18 -0.01 0.09 -0.63
C 3.4409 -0.7731 -1.2484 -0.05 0.02 -0.12 0.81
C 4.6845 -1.2139 -1.9640 0.08 -0.11 0.17 -1.02
C -1.3035 0.1153 4.6273 -0.02 0.23 0.24 -0.74
C -4.0277 0.2063 -3.4042 0.27 0.04 0.42 -0.93
H -1.0152 -0.8374 5.0641 -0.01 0.04 -0.03 0.25
H 4.4189 -1.8364 -2.8208 0.01 0.08 -0.05 0.35
H -4.8682 -0.3610 -3.0135 -0.10 -0.04 -0.09 0.27
H 2.2388 1.7605 0.6568 -0.01 0.07 0.05 0.45
H 4.2678 1.0873 -0.5880 0.09 0.08 -0.02 0.38
H -2.1358 2.3016 0.0650 -0.01 0.07 0.07 0.27
H -2.1412 0.5560 5.1719 0.10 -0.07 0.00 0.30
H -3.1863 -0.3311 1.1725 0.06 0.09 0.03 0.41
H -1.3172 -0.5821 -0.2885 0.07 0.00 0.08 0.35
H 5.0639 -2.8946 -0.6546 -0.01 -0.09 0.07 0.33
H 5.8699 -1.4052 -0.1642 0.04 0.02 0.10 0.33
H 6.4886 -2.3318 -1.5358 0.11 -0.07 0.01 0.35
H -4.1722 2.1617 -1.3711 -0.08 -0.02 0.06 0.46
H -3.6174 2.2575 1.0181 0.05 -0.01 -0.07 0.38
H -4.6080 0.6150 -0.6027 -0.07 0.09 0.04 0.42
H -3.5659 -0.3301 -4.2261 -0.03 -0.04 -0.11 0.35
H 0.3386 -1.8887 -0.4842 -0.08 -0.07 0.00 0.43
H 5.2303 -0.3421 -2.3298 -0.05 -0.02 -0.08 0.36
H -0.4647 0.8135 4.6347 -0.03 -0.04 0.03 0.30
H -4.3501 1.1899 -3.7355 -0.06 0.01 -0.08 0.30
H 2.3427 -2.5479 -1.7153 0.01 -0.10 -0.06 0.39
```
Forces are in eV/Å.

Output
- SMILES: CCc1ccc(C(=O)N[C@H](CCSC)C(=O)OC)cc1
- ΔE to the lowest compared entry with this formula, charge and spin: 0.465 eV
- Multiplicity: 1
- DFT total energy: -1262.87708 a.u.